(1)
C25H36N4O4 | ωB97M-V/def2-TZVPD

SMILES string = CCCCCC(=O)Nc1cccc(C2=NO[C@@]3(C2)C[C@H](C(N)=O)N(C(=O)CCCCC)C3)c1
E_HOMO = -8.462 eV
energy = -40661.0278 eV
energy relative to the best compared isomer or geometry (same formula, charge and spin) = 44.5 kJ/mol
gap between HOMO and LUMO = 9.1 eV
lowest unoccupied orbital energy = 0.0229 Ha

Last column: Löwdin charge in e.
Cartesian coordinates (Å):
C -11.63897 -0.71851 0.74540  -0.114
C -10.97287 -1.94852 0.14021  -0.271
C -9.49832 -2.08196 0.52143  -0.232
C -8.62252 -0.98889 -0.08428  -0.214
C -7.14685 -1.20396 0.23901  -0.120
C -6.27894 -0.10564 -0.35765  -0.458
O -6.71618 0.81021 -1.01337  0.083
N -4.95556 -0.28455 -0.06171  0.121
C -3.85582 0.50108 -0.41649  -0.207
C -2.60341 0.08917 0.02160  0.034
C -1.46109 0.82245 -0.29121  -0.167
C -1.58278 1.98429 -1.05354  -0.032
C -2.83160 2.38900 -1.48761  -0.065
C -3.96765 1.66237 -1.17973  -0.005
H -4.93658 1.98454 -1.52106  0.099
H -2.92611 3.28886 -2.07659  0.107
H -0.71027 2.56883 -1.29931  0.108
C -0.16957 0.36683 0.18272  -0.221
N -0.02973 -0.67624 0.90465  0.127
O 1.27704 -0.89228 1.21881  -0.058
C 2.11348 0.14915 0.67017  -0.378
C 2.86519 0.86987 1.79790  -0.022
C 4.16941 1.31112 1.14996  -0.155
N 4.43132 0.28175 0.14590  0.022
C 5.67741 0.04711 -0.30738  -0.439
O 6.60658 0.79089 -0.00999  0.032
C 5.88502 -1.17807 -1.16602  -0.090
C 6.17234 -2.40496 -0.28592  -0.182
C 7.51681 -2.31822 0.43927  -0.212
C 8.73772 -2.51645 -0.46045  -0.260
C 8.85858 -3.93220 -1.01286  -0.110
H 9.78750 -4.04082 -1.56798  0.069
H 8.85776 -4.65812 -0.20233  0.073
H 8.03753 -4.16784 -1.68551  0.062
H 9.62968 -2.29342 0.12893  0.107
H 8.71117 -1.80296 -1.28534  0.099
H 7.59352 -1.34047 0.91810  0.102
H 7.53764 -3.07706 1.22528  0.112
H 6.14623 -3.29762 -0.91215  0.105
H 5.38021 -2.50582 0.45991  0.106
H 5.01404 -1.36590 -1.79270  0.109
H 6.74425 -0.98749 -1.80935  0.118
C 3.24378 -0.48913 -0.15571  -0.041
H 3.02036 -0.46784 -1.22681  0.134
H 3.35399 -1.53246 0.15888  0.134
H 5.00895 1.33733 1.85393  0.163
C 4.05444 2.71851 0.51841  -0.482
O 3.02519 3.36088 0.52181  0.053
N 5.21061 3.14744 0.00156  0.192
H 5.24691 4.04836 -0.44670  0.118
H 6.02096 2.53295 -0.00207  0.073
H 2.30540 1.71845 2.18591  0.132
H 3.04805 0.15804 2.60336  0.135
C 1.14568 1.03963 -0.12230  -0.021
H 1.17623 2.07440 0.21774  0.113
H 1.34741 1.02641 -1.19523  0.134
H -2.48965 -0.80614 0.61409  0.114
H -4.71929 -1.09307 0.49772  0.143
H -6.81162 -2.16710 -0.15622  0.126
H -6.99949 -1.21644 1.32256  0.127
H -8.74830 -0.97230 -1.16820  0.124
H -8.92001 -0.01114 0.29423  0.113
H -9.13590 -3.05514 0.17880  0.110
H -9.40620 -2.06046 1.61036  0.113
H -11.50248 -2.84110 0.48248  0.102
H -11.06003 -1.90950 -0.94770  0.106
H -12.70097 -0.71175 0.51080  0.067
H -11.52782 -0.71912 1.82778  0.073
H -11.20056 0.19500 0.35340  0.065

(2)
C10H14BBeBrN6 | ωB97M-V/def2-TZVPD

E_HOMO (alpha / beta) = -15.996 / -16.267 eV
energy = -90642.9583 eV
total charge = +2
energy relative to the best compared isomer or geometry (same formula, charge and spin) = 0.0 kJ/mol
gap between HOMO and LUMO (alpha / beta) = 4.2 / 4.7 eV
lowest unoccupied orbital energy (alpha / beta) = -0.4343 / -0.4250 Ha

Last column: Löwdin charge in e.
Cartesian coordinates (Å):
C -2.27614 -2.07891 -0.68440  -0.074
N -1.00702 -1.86841 -1.06210  -0.027
N -0.74258 -2.71418 -2.13281  0.038
C -1.76646 -3.58101 -2.25941  0.023
C -2.76899 -3.20318 -1.36058  0.026
B 0.65839 -2.43683 -2.75067  -0.418
N 0.83727 -0.89830 -2.86869  0.071
N 0.57371 -0.06317 -1.79744  0.086
C 0.80265 1.19979 -2.20162  0.015
C 1.33472 1.16993 -3.49831  0.127
C 1.37314 -0.17469 -3.85596  0.070
Be 0.32184 -1.00634 -0.34863  -0.129
N 1.66640 -2.76844 -1.60296  0.018
N 1.61333 -2.02400 -0.42095  -0.014
C 2.66712 -2.41414 0.34115  -0.029
C 3.33686 -3.46019 -0.32170  0.017
C 2.68244 -3.64388 -1.53295  0.000
H 2.87561 -1.93661 1.28731  0.131
H 2.85445 -4.29801 -2.38986  0.155
H 4.18771 -4.02383 0.02496  0.124
H 0.89959 -3.04700 -3.72609  0.132
H 1.77418 -0.73684 -4.68144  0.164
H -1.74022 -4.41330 -2.92863  0.145
H 1.66833 1.99660 -4.09828  0.147
H -3.69694 -3.67763 -1.14822  0.118
H 0.56261 2.02780 -1.55454  0.135
H -2.72348 -1.44021 0.05086  0.104
H 2.04301 0.65761 0.67293  -0.027
C 1.82848 1.69874 0.93535  -0.083
H 2.53693 2.32712 0.37400  0.061
H 0.81445 1.99984 0.68697  -0.004
H 1.95745 1.80528 2.02088  0.052
Br -0.42700 -0.40860 1.58407  0.848

(3)
C28H43Cl2N2PZr | ωB97M-V/def2-TZVPD

E_HOMO = -5.971 eV
energy = -68330.1147 eV
gap between HOMO and LUMO = 5.4 eV
lowest unoccupied orbital energy = -0.0227 Ha

Last column: Löwdin charge in e.
Cartesian coordinates (Å):
P 0.76802 -0.37984 -0.44625  1.050
C 0.11174 -0.46673 -2.23971  -0.450
C 0.59952 -1.56047 -3.20348  -0.215
C 0.09460 -1.29388 -4.62588  -0.196
C -1.42641 -1.09278 -4.68651  -0.203
C -1.96638 -0.12986 -3.62068  -0.196
C -1.42001 -0.45163 -2.22419  -0.244
C 0.12377 -2.00068 0.32364  -0.444
C 0.11457 -3.27112 -0.53093  -0.213
C -0.25341 -4.50935 0.29767  -0.197
C -1.57248 -4.32152 1.05555  -0.206
C -1.66939 -2.98747 1.81057  -0.194
C -1.25913 -1.77884 0.95502  -0.232
C 2.51888 -0.98273 -0.78690  -0.475
C 3.25720 0.05094 -1.66021  -0.223
C 4.72090 -0.33310 -1.92780  -0.203
C 5.49909 -0.68284 -0.65536  -0.213
C 4.76516 -1.69107 0.23278  -0.203
C 3.29787 -1.31085 0.50237  -0.216
H 0.46709 0.50703 -2.62847  0.093
H 0.21559 -2.53417 -2.87834  0.090
H 1.69342 -1.64687 -3.21712  0.095
H 0.38793 -2.12878 -5.27727  0.109
H 0.59321 -0.39141 -5.00716  0.112
H -1.70455 -0.72165 -5.67896  0.104
H -1.91693 -2.06790 -4.55943  0.111
H -1.67089 0.89901 -3.87010  0.114
H -3.06284 -0.16206 -3.59514  0.109
H -1.78947 0.28480 -1.49907  0.067
H -1.78869 -1.43915 -1.90807  0.099
H 0.85312 -2.14094 1.13976  0.089
H 0.55610 -4.72368 1.00932  0.112
H 1.07969 -3.44317 -1.02844  0.103
H -0.64369 -3.16672 -1.31970  0.095
H -0.33239 -5.37653 -0.37299  0.109
H -1.71012 -5.14672 1.76355  0.105
H -2.39982 -4.37935 0.33528  0.111
H -2.69369 -2.83976 2.17553  0.109
H -1.01257 -3.02559 2.69097  0.113
H -1.24869 -0.86536 1.56639  0.069
H -2.00484 -1.61834 0.16346  0.097
H 2.42075 -1.92751 -1.35751  0.091
H 2.75055 0.17927 -2.62650  0.095
H 3.22543 1.03753 -1.17383  0.112
H 4.73403 -1.20105 -2.60163  0.113
H 5.21741 0.48799 -2.45888  0.106
H 5.66630 0.23599 -0.07783  0.109
H 6.48488 -1.07816 -0.92490  0.105
H 5.29070 -1.80195 1.18933  0.107
H 4.78558 -2.67696 -0.25263  0.113
H 2.82874 -2.14858 1.03375  0.096
H 3.26194 -0.45556 1.19314  0.099
Zr -0.21057 2.78424 1.72138  0.819
Cl 0.72069 0.90043 2.82991  -0.105
Cl -0.61675 2.73461 -0.61781  -0.056
C -2.09078 3.16066 2.62208  -0.325
H -1.96908 4.00154 3.33244  -0.001
C -3.40823 2.61643 2.49977  -0.362
C -4.46042 2.76138 3.47259  -0.065
C -5.63287 2.03019 3.34284  -0.118
C -5.84405 1.18931 2.23710  -0.120
C -4.87283 1.10697 1.22999  -0.112
C -3.69714 1.82677 1.33373  -0.088
H -4.30940 3.44013 4.31817  0.099
H -6.40878 2.11175 4.11398  0.097
H -5.03807 0.47765 0.35207  0.097
H -2.95504 1.82306 0.53261  0.042
H -6.76752 0.60959 2.15847  0.090
N 1.89489 4.59116 3.17638  0.020
C 2.15122 5.85625 3.53906  -0.048
C 1.23267 6.66527 2.87947  -0.036
C 0.43334 5.82075 2.11398  -0.074
N 0.85597 4.52443 2.29110  -0.174
H 2.42448 3.75574 3.41652  0.164
H 2.95889 6.10818 4.21375  0.134
H 1.16177 7.73606 2.92524  0.107
H -0.38978 6.03758 1.44896  0.127

(4)
C6H37NO11 | ωB97M-V/def2-TZVPD

SMILES string = CNCCC(C)C.O.O.O.O.O.O.O.O.O.O.O
E_HOMO = -9.642 eV
energy = -30836.4003 eV
energy relative to the best compared isomer or geometry (same formula, charge and spin) = 122.2 kJ/mol
gap between HOMO and LUMO = 9.8 eV
lowest unoccupied orbital energy = 0.0055 Ha

Last column: Löwdin charge in e.
Cartesian coordinates (Å):
C 1.13470 1.40035 -0.36460  -0.150
C 1.94290 1.92653 -1.58003  -0.425
C 2.50192 0.74930 -2.35170  -0.072
C 3.07629 2.85554 -1.15016  -0.076
C 0.02930 2.40876 0.03430  -0.181
N -0.93436 1.72827 0.96272  -0.119
C -1.95320 2.65637 1.47381  -0.092
H 1.79467 1.22584 0.53277  0.122
H 0.67414 0.48599 -0.64331  0.064
H 1.24870 2.47210 -2.18990  0.122
H 3.06665 1.05293 -3.24950  0.085
H 1.65394 0.08931 -2.67654  0.078
H 3.20013 0.14302 -1.75182  0.060
H 3.62819 3.23709 -1.95649  0.049
H 3.84827 2.33989 -0.44816  0.116
H 2.65786 3.70982 -0.61325  0.070
H 0.47585 3.27571 0.49868  0.110
H -0.53839 2.70614 -0.83725  0.106
H -0.45122 1.27466 1.68797  0.049
H -2.41862 3.15622 0.62041  0.093
H -1.62604 3.41098 2.11654  0.052
H -2.66628 2.07805 2.04679  0.069
H -3.57443 -0.03118 0.60246  -0.007
H -3.25304 -0.46689 2.04344  -0.002
O -3.92737 -0.02317 1.51065  -0.079
H 3.54826 -1.36654 0.33333  0.017
H 4.37915 -1.39249 -0.96856  0.021
O 3.85567 -1.93565 -0.41083  -0.051
H -0.15092 -3.02062 0.52544  0.001
H -1.22403 -2.54858 1.51778  -0.026
O -1.01493 -3.23051 0.90493  -0.047
H -0.78914 -0.67099 2.86022  -0.021
H -1.50182 -1.75193 3.53545  0.072
O -1.46898 -1.29152 2.71091  -0.008
H -1.96907 -2.94817 -0.49985  0.004
H -2.68010 -1.69139 -1.03352  0.026
O -2.37510 -2.58708 -1.31423  -0.095
H -2.26343 1.29793 -3.74698  0.030
H -1.09847 0.66756 -3.00971  0.016
O -1.76623 1.33259 -2.97704  0.006
H 0.66114 -1.82025 -0.97983  0.039
H 2.00362 -2.50039 -0.58090  0.034
O 1.17597 -2.22349 -0.21452  -0.075
H -1.86100 0.57137 -0.04060  0.017
H -2.48052 0.63131 -1.41368  0.044
O -2.35878 0.04602 -0.67022  -0.073
H 1.89938 -1.29647 1.00838  -0.014
H 2.73902 -1.62503 2.19442  0.083
O 2.45997 -0.90463 1.65331  -0.025
H -0.92083 -1.96248 -2.20959  0.073
H -1.03235 -0.62195 -1.37814  0.063
O -0.37710 -1.12547 -2.05716  -0.161
H 1.37826 -0.05655 2.62244  0.035
H 0.94052 1.05301 3.56387  -0.006
O 0.65326 0.29467 3.21526  -0.019

(5)
C5H10 | ωB97M-V/def2-TZVPD

SMILES string = C=CC(C)C
E_HOMO = -9.539 eV
energy = -5345.3448 eV
energy relative to the best compared isomer or geometry (same formula, charge and spin) = 185.4 kJ/mol
gap between HOMO and LUMO = 10.7 eV
lowest unoccupied orbital energy = 0.0427 Ha

Last column: Löwdin charge in e.
Cartesian coordinates (Å):
C -1.52188 0.10100 -0.54845  -0.136
C -0.11508 0.55291 -0.24226  -0.504
C 0.79933 -0.14749 -1.24358  -0.121
C 0.34047 0.48297 1.20273  -0.158
C 0.86754 -0.65918 1.80439  -0.018
H -1.76119 -1.01661 -0.52840  0.092
H -1.99706 0.51280 -1.56425  0.115
H -2.18596 0.51670 0.26072  0.074
H -0.08017 1.66319 -0.59730  0.151
H 1.83112 0.13033 -1.14838  0.063
H 0.49391 -0.03416 -2.30972  0.081
H 0.61899 -1.28748 -1.15289  0.097
H 0.32016 1.43570 1.95344  0.140
H 1.24182 -0.58299 2.83607  0.036
H 1.14802 -1.66769 1.27787  0.086

(6)
ClH5N3OP | ωB97M-V/def2-TZVPD

E_HOMO = -10.376 eV
energy = -28409.3907 eV
energy relative to the best compared isomer or geometry (same formula, charge and spin) = 249.3 kJ/mol
gap between HOMO and LUMO = 9.9 eV
lowest unoccupied orbital energy = -0.0189 Ha

Last column: Löwdin charge in e.
Cartesian coordinates (Å):
N 0.90625 1.41817 -1.08501  -0.047
N -1.40131 -0.87334 0.95514  -0.197
N 0.47105 0.27320 -0.42190  -0.202
O -0.04102 1.27145 2.18013  -0.321
P -0.41539 0.36421 1.06870  0.688
Cl -1.77107 -3.84392 -0.71725  0.135
H 1.80964 1.74529 -0.99277  0.049
H 0.23292 2.15663 -1.34354  0.101
H -1.42910 -2.69825 0.03262  -0.223
H -1.91162 -0.88721 1.80552  -0.021
H -0.13343 -0.27076 -0.94809  0.037

- Look up the energy of the sixth one.
  -28409.3907 eV